ORCA calculation (wB97M-V/def2-TZVPD) on a cluster of 8 separate species, H16O7S in total in a non-equilibrium geometry.

```
! RIJCOSX wB97M-V def2-TZVPD def2/J DEFGRID3
* xyz 0 1
S 0.703 1.679 -3.929
O 0.408 -4.176 0.170
O -3.323 0.534 2.019
O 0.756 -1.757 -4.014
O -1.403 1.920 -0.359
O 0.807 -1.598 1.600
O -0.337 1.269 2.333
O 2.098 1.256 0.907
H -0.497 -3.975 -0.080
H -0.463 1.136 -4.281
H 0.481 0.748 2.277
H 0.600 -0.769 1.164
H -2.804 1.081 2.617
H -1.876 1.133 -0.054
H 1.449 -1.103 -3.864
H -3.947 1.157 1.622
H 0.443 -1.976 -3.131
H -0.638 1.895 0.230
H 2.121 2.109 0.467
H 1.703 -1.620 1.946
H 0.638 -3.498 0.824
H 3.009 0.969 1.032
H -0.215 1.341 3.296
H 0.285 2.245 -2.792
*
```

Relative energy (zero: lowest compared OMol25 entry of this formula, charge and spin), kcal/mol: 42.0
SMILES: O.O.O.O.O.O.O.S

ORCA calculation (wB97M-V/def2-TZVPD) on a cluster of 8 separate species, H16O8 in total in a non-equilibrium geometry.

```
! RIJCOSX wB97M-V def2-TZVPD def2/J DEFGRID3
* xyz 0 1
O -0.054 -2.164 0.694
O 1.763 1.218 0.762
O 0.167 -0.346 -2.162
O -1.959 1.300 0.543
O -1.936 -1.325 -0.663
O 0.010 2.334 -0.997
O -0.050 0.008 2.388
O 2.006 -1.254 -0.527
H 1.378 1.910 0.129
H -2.876 -1.777 -0.465
H -1.078 -1.705 -0.131
H 0.718 -2.024 0.146
H 0.666 0.604 1.898
H -0.451 3.059 -1.671
H -0.786 -0.618 -1.970
H 0.333 0.539 -1.781
H 2.108 0.536 0.217
H -1.371 1.044 1.282
H -0.732 2.093 -0.378
H -0.073 -1.491 1.408
H -1.990 0.409 0.113
H 2.865 -1.542 -0.819
H 1.424 -1.114 -1.322
H -0.082 0.306 3.305
*
```

Relative energy (zero: lowest compared OMol25 entry of this formula, charge and spin), kcal/mol: 30.5
SMILES: O.O.O.O.O.O.O.O

ORCA calculation (wB97M-V/def2-TZVPD) on a cluster of 8 separate species, H16O8 in total in a non-equilibrium geometry.

```
! RIJCOSX wB97M-V def2-TZVPD def2/J DEFGRID3
* xyz 0 1
O -1.826 1.307 2.331
O 1.930 -0.459 -4.088
O -1.741 1.211 -0.789
O -0.156 -0.192 -2.358
O -0.907 -1.403 1.496
O 0.658 2.315 0.211
O 1.852 -0.819 3.599
O 1.299 -0.594 0.183
H 1.370 -0.565 -4.820
H 1.287 -0.407 -3.387
H 1.070 2.008 1.022
H -0.990 -2.140 2.065
H -0.702 0.305 -2.959
H -1.353 0.523 -1.381
H 0.601 -0.884 0.750
H 0.932 -0.737 3.952
H 1.229 1.962 -0.476
H 0.965 -0.395 -0.665
H -2.749 1.092 2.239
H -1.419 0.461 2.347
H 1.769 -1.348 2.805
H -1.505 -1.527 0.798
H -1.189 1.332 -0.072
H -0.432 -1.038 -2.792
*
```

Relative energy (zero: lowest compared OMol25 entry of this formula, charge and spin), kcal/mol: 71.1
SMILES: O.O.O.O.O.O.O.O

ORCA calculation (wB97M-V/def2-TZVPD) on a cluster of 8 separate species, H16O8 in total.

```
! RIJCOSX wB97M-V def2-TZVPD def2/J DEFGRID3
* xyz 0 1
O 1.165 -3.104 0.214
O -1.213 3.563 1.273
O -3.177 -1.136 -0.460
O 2.556 -0.228 2.666
O -1.635 0.365 1.843
O 2.430 0.976 -3.379
O 0.253 -0.532 -2.289
O 0.830 -0.083 0.454
H 0.763 -0.383 -0.471
H -1.725 -0.178 2.636
H 1.899 -3.708 0.060
H -0.252 -1.279 -2.639
H -0.826 2.762 0.896
H -4.014 -0.666 -0.381
H -1.098 4.232 0.589
H -0.089 0.072 0.724
H 1.728 1.594 -3.601
H -2.564 -0.649 0.108
H -2.234 1.112 1.983
H 1.476 -2.251 -0.104
H 2.174 -0.795 3.342
H 1.979 0.219 -2.962
H -0.289 0.244 -2.480
H 1.863 -0.148 1.979
*
```

Relative energy (zero: lowest compared OMol25 entry of this formula, charge and spin), kcal/mol: 48.6
SMILES: O.O.O.O.O.O.O.O

ORCA calculation (wB97M-V/def2-TZVPD) on a cluster of 8 separate species, H16O8 in total in a non-equilibrium geometry.

```
! RIJCOSX wB97M-V def2-TZVPD def2/J DEFGRID3
* xyz 0 1
O -1.245 1.661 1.915
O 3.593 -0.737 0.921
O -2.886 -1.445 -2.635
O 0.239 0.269 0.635
O -2.948 2.033 -0.951
O -0.588 3.130 0.665
O 1.821 -1.106 0.113
O 0.849 -4.433 -0.030
H -3.127 2.604 -0.196
H 4.010 0.127 0.835
H -0.487 -0.022 0.071
H -2.319 -1.913 -2.011
H -0.533 1.037 2.096
H -1.036 2.422 2.469
H -2.980 2.628 -1.708
H 1.513 -3.892 0.412
H -1.220 3.811 0.410
H 2.402 -1.844 0.329
H 1.962 -0.965 -0.830
H 0.241 3.610 0.777
H 1.260 -4.671 -0.869
H 4.218 -1.342 0.507
H 0.428 1.164 0.331
H -3.165 -2.127 -3.256
*
```

Relative energy (zero: lowest compared OMol25 entry of this formula, charge and spin), kcal/mol: 167.2
SMILES: O.O.O.O.O.O.O.O

ORCA calculation (wB97M-V/def2-TZVPD) on a cluster of 8 separate species, H16O8 in total in a non-equilibrium geometry.

```
! RIJCOSX wB97M-V def2-TZVPD def2/J DEFGRID3
* xyz 0 1
O 2.880 -15.729 23.889
O 2.283 -21.191 25.061
O 0.047 -13.229 28.030
O 1.139 -15.950 28.498
O 1.834 -17.119 26.213
O 2.701 -19.642 27.286
O 0.318 -17.492 24.121
O 3.726 -13.826 27.265
H 1.311 -15.724 29.412
H 2.685 -20.546 25.644
H 0.293 -13.996 27.513
H 2.954 -16.572 23.442
H 3.412 -14.725 27.356
H 1.897 -20.034 27.627
H 2.501 -15.942 24.742
H -0.881 -13.359 28.225
H 2.030 -17.964 26.617
H 2.734 -22.011 25.263
H 3.400 -20.211 27.608
H 0.791 -17.357 24.942
H 4.148 -13.632 28.102
H 1.551 -16.565 26.940
H 0.230 -16.252 28.493
H -0.594 -17.296 24.334
*
```

Relative energy (zero: lowest compared OMol25 entry of this formula, charge and spin), kcal/mol: 60.4
SMILES: O.O.O.O.O.O.O.O

ORCA calculation (wB97M-V/def2-TZVPD) on a cluster of 8 separate species, H16O8 in total.

```
! RIJCOSX wB97M-V def2-TZVPD def2/J DEFGRID3
* xyz 0 1
O 0.061 -2.060 -0.052
O -1.699 -0.794 1.678
O 3.728 1.243 0.827
O -2.148 1.302 -1.955
O 0.411 3.876 -0.079
O 4.064 -2.431 -1.259
O 0.422 0.481 -0.435
O -4.166 -1.354 -0.147
H -0.814 -1.157 1.556
H -0.348 3.283 -0.055
H -1.937 -1.053 2.576
H 4.103 0.476 1.273
H 3.286 -2.296 -0.706
H 4.599 -1.644 -1.106
H 2.974 0.887 0.343
H -3.027 1.033 -2.245
H -3.298 -0.981 0.040
H -4.782 -0.669 0.135
H 0.122 1.342 -0.120
H 0.793 0.061 0.350
H 0.371 4.342 0.765
H -0.496 -2.178 -0.829
H -0.052 -2.879 0.444
H -2.165 1.171 -1.000
*
```

Relative energy (zero: lowest compared OMol25 entry of this formula, charge and spin), kcal/mol: 64.8
SMILES: O.O.O.O.O.O.O.O

ORCA calculation (wB97M-V/def2-TZVPD) on a cluster of 8 separate species, H16O8 in total.

```
! RIJCOSX wB97M-V def2-TZVPD def2/J DEFGRID3
* xyz 0 1
O -0.397 0.479 0.168
O 3.520 -1.470 -0.672
O 0.975 -2.034 0.074
O 1.282 -0.054 -2.534
O 2.810 -0.120 2.271
O -3.788 0.130 -0.946
O 0.557 3.119 0.859
O -4.267 1.386 1.761
H 3.674 -1.527 -1.615
H -3.284 0.395 -1.715
H 2.568 -1.485 -0.583
H 1.153 3.030 0.115
H 1.355 0.326 -1.658
H 0.344 -2.558 -0.418
H -5.179 1.258 1.500
H 3.245 -0.921 1.978
H -1.274 0.342 -0.189
H 0.949 -2.396 0.960
H 1.263 0.700 -3.122
H -3.809 -0.826 -0.990
H 0.021 -0.380 0.117
H 0.154 2.255 0.948
H 1.905 -0.384 2.434
H -3.779 0.735 1.257
*
```

Relative energy (zero: lowest compared OMol25 entry of this formula, charge and spin), kcal/mol: 54.5
SMILES: O.O.O.O.O.O.O.O

ORCA calculation (wB97M-V/def2-TZVPD) on a cluster of 9 separate species, H16O8 in total in a non-equilibrium geometry.

```
! RIJCOSX wB97M-V def2-TZVPD def2/J DEFGRID3
* xyz 0 1
O 0.986 0.435 -2.451
O 1.392 -0.913 1.725
O -0.824 0.387 1.529
O -2.068 1.064 -0.921
O 2.607 0.784 0.379
O 1.182 -1.650 -0.708
O -3.144 -1.182 1.110
O 0.109 2.331 -0.549
H -2.332 -0.578 1.178
H 0.022 -0.053 1.809
H 1.136 -1.556 0.291
H -1.663 0.234 -0.723
H -0.482 0.932 0.847
H 2.307 0.171 1.037
H 0.292 -2.038 -1.009
H 3.554 0.736 0.306
H -2.772 1.192 -0.271
H 1.399 -0.054 -1.679
H 0.195 -0.104 -2.435
H -0.694 2.105 -0.924
H -3.035 -1.546 0.248
H 1.685 -1.480 2.472
H 0.738 1.610 -0.826
H -0.590 -0.827 -0.436
*
```

Relative energy (zero: lowest compared OMol25 entry of this formula, charge and spin), kcal/mol: 218.2

ORCA calculation (wB97M-V/def2-TZVPD) on a cluster of 7 separate species, H16O8 in total in a non-equilibrium geometry.

```
! RIJCOSX wB97M-V def2-TZVPD def2/J DEFGRID3
* xyz 0 1
O 5.176 -0.943 0.947
O -3.962 -0.661 -0.445
O -0.822 3.347 -0.314
O -1.590 -1.236 1.814
O -0.253 2.226 0.686
O 0.683 -0.586 -1.116
O -2.147 -2.192 -0.947
O 3.932 0.074 -1.435
H 5.489 -1.852 1.014
H 4.661 -0.068 -0.821
H -1.650 -3.018 -0.940
H -0.179 -0.224 -1.349
H 0.373 1.884 1.335
H -4.753 -1.180 -0.631
H -0.470 1.460 0.143
H 0.732 -0.476 -0.160
H -1.689 2.992 -0.091
H -1.002 4.257 -0.578
H -1.689 -0.456 1.256
H 3.173 0.238 -0.863
H -4.221 0.243 -0.653
H -1.813 -1.711 -0.181
H -2.206 -1.085 2.540
H 4.229 -1.032 0.789
*
```

Relative energy (zero: lowest compared OMol25 entry of this formula, charge and spin), kcal/mol: 180.8

Number 1: E_HOMO -9.63 eV, LUMO -0.24 eV. Number 2: E_HOMO -10.96 eV, LUMO 0.46 eV. Number 3: E_HOMO -10.61 eV, LUMO -0.49 eV. Number 4: E_HOMO -10.48 eV, LUMO -0.18 eV. Number 5: E_HOMO -8.63 eV, LUMO 0.29 eV. Number 6: E_HOMO -10.04 eV, LUMO -0.41 eV. Number 7: E_HOMO -11.42 eV, LUMO -0.14 eV. Number 8: E_HOMO -10.62 eV, LUMO -0.48 eV. Number 9: E_HOMO -10.41 eV, LUMO -5.76 eV. Number 10: E_HOMO -8.51 eV, LUMO -0.11 eV.